(1)
{
  "formula": "C3H10O5",
  "method": "ωB97M-V with the def2-TZVPD basis set",
  "symbols": ["O", "C", "O", "C", "C", "O", "H", "H", "H", "H", "H", "H", "O", "H", "H", "O", "H", "H"],
  "xyz": [[1.25, 1.98, -1.26], [0.15, 2.06, -0.78], [-0.26, 3.16, -0.11], [-0.94, 1.03, -0.84], [-0.94, -0.05, 0.27], [-0.76, -1.34, -0.31], [0.45, 3.82, -0.08], [-0.85, 0.51, -1.78], [-1.88, 1.59, -0.87], [-1.98, -0.08, 0.60], [-0.19, 0.13, 1.03], [0.14, -1.69, -0.20], [2.06, -2.44, 0.19], [2.03, -2.95, -0.62], [2.96, -2.41, 0.52], [-0.92, -2.89, 2.31], [-0.13, -3.32, 1.97], [-1.47, -2.63, 1.56]],
  "smiles": "O=C(O)CCO.O.O",
  "e_tot_ha": -496.5100,
  "de_lowest_kj_mol": 15.0,
  "molar_mass_da": 126.108
}

***

(2)
{
  "formula": "C35H50N3O5SiY",
  "method": "ωB97M-V with the def2-TZVPD basis set",
  "symbols": ["Y", "O", "C", "C", "C", "C", "C", "C", "C", "N", "N", "C", "O", "C", "C", "C", "C", "C", "C", "H", "H", "H", "H", "H", "H", "H", "H", "H", "H", "C", "O", "C", "C", "O", "C", "C", "O", "C", "H", "H", "H", "H", "H", "H", "H", "H", "H", "H", "H", "H", "H", "H", "C", "Si", "C", "C", "H", "H", "H", "H", "H", "H", "H", "H", "H", "C", "C", "C", "C", "C", "C", "C", "C", "C", "C", "C", "C", "N", "H", "H", "H", "H", "H", "H", "H", "H", "H", "H", "H", "H", "H", "H", "H", "H", "H"],
  "xyz": [[0.09, 0.05, -0.29], [1.78, 0.39, -1.69], [2.19, 0.91, -2.79], [3.26, 0.32, -3.51], [3.72, 0.85, -4.69], [3.15, 2.01, -5.23], [2.11, 2.61, -4.54], [1.61, 2.08, -3.34], [0.54, 2.80, -2.69], [-0.09, 2.43, -1.63], [-1.02, 3.38, -1.22], [-1.66, 2.96, -0.15], [-1.51, 1.86, 0.46], [-2.68, 3.93, 0.39], [-3.41, 3.59, 1.52], [-4.36, 4.46, 2.04], [-4.60, 5.68, 1.44], [-3.87, 6.03, 0.30], [-2.92, 5.17, -0.22], [3.70, -0.58, -3.09], [4.54, 0.36, -5.21], [3.51, 2.43, -6.16], [1.65, 3.51, -4.94], [0.24, 3.75, -3.13], [-3.21, 2.63, 1.98], [-4.92, 4.18, 2.93], [-5.34, 6.36, 1.84], [-4.05, 6.99, -0.18], [-2.35, 5.42, -1.10], [-3.57, 0.63, -1.26], [-2.75, -0.41, -0.77], [-3.34, -1.18, 0.26], [-3.19, -0.52, 1.61], [-1.82, -0.43, 1.89], [-1.55, 0.21, 3.12], [-0.05, 0.38, 3.27], [0.48, 1.26, 2.30], [0.34, 2.62, 2.62], [-4.44, 0.20, -1.77], [-2.97, 1.19, -1.97], [-3.90, 1.31, -0.47], [-2.80, -2.13, 0.26], [-4.40, -1.37, 0.04], [-3.70, -1.12, 2.37], [-3.63, 0.49, 1.60], [-1.93, -0.40, 3.95], [-2.06, 1.18, 3.14], [0.44, -0.58, 3.10], [0.17, 0.74, 4.28], [0.89, 2.85, 3.54], [-0.71, 2.91, 2.75], [0.76, 3.19, 1.80], [-1.90, -3.23, -2.39], [-0.56, -1.83, -2.49], [0.96, -2.77, -3.19], [-1.18, -0.94, -4.09], [-1.91, -3.83, -3.30], [-2.89, -2.78, -2.28], [-1.74, -3.90, -1.54], [0.69, -3.43, -4.03], [1.45, -3.38, -2.43], [1.70, -2.05, -3.55], [-1.30, -1.64, -4.93], [-0.47, -0.17, -4.41], [-2.15, -0.45, -3.92], [3.48, 0.98, 1.27], [4.02, -0.45, 1.27], [4.20, -0.98, -0.16], [3.27, -1.46, 2.11], [3.95, -2.00, 3.19], [3.49, -3.10, 3.91], [2.34, -3.72, 3.44], [1.60, -3.23, 2.37], [0.46, -4.10, 1.87], [0.59, -4.36, 0.37], [-0.93, -3.55, 2.19], [1.94, -1.95, 1.74], [1.11, -1.29, 0.95], [4.14, 1.64, 0.69], [3.43, 1.37, 2.29], [2.49, 1.03, 0.85], [5.02, -0.39, 1.71], [3.23, -1.18, -0.61], [4.79, -1.90, -0.15], [4.71, -0.24, -0.79], [4.92, -1.57, 3.45], [4.05, -3.50, 4.75], [2.01, -4.65, 3.90], [0.56, -5.06, 2.39], [0.50, -3.42, -0.18], [-0.20, -5.04, 0.02], [1.56, -4.81, 0.14], [-1.05, -2.60, 1.68], [-1.04, -3.39, 3.27], [-1.71, -4.25, 1.86]],
  "e_tot_ha": -2232.0551,
  "de_lowest_kj_mol": 0.0,
  "molar_mass_da": 709.793,
  "charge": -2
}

***

(3)
{
  "formula": "C3H3BrO2",
  "method": "ωB97M-V with the def2-TZVPD basis set",
  "symbols": ["O", "C", "C", "Br", "C", "O", "H", "H", "H"],
  "xyz": [[-0.20, 1.97, -0.18], [-0.87, 1.01, -0.04], [-0.22, -0.30, -0.30], [-1.09, -1.74, 0.73], [1.26, -0.44, 0.12], [2.19, -0.94, -0.41], [-1.94, 0.88, 0.40], [-0.36, -0.47, -1.35], [1.22, 0.03, 1.04]],
  "smiles": "O=CC(Br)C=O",
  "e_tot_ha": -2840.5547,
  "de_lowest_kj_mol": 80.3,
  "molar_mass_da": 150.959
}

***

(4)
{
  "formula": "C51H39BrN4O4W",
  "method": "ωB97M-V with the def2-TZVPD basis set",
  "symbols": ["W", "O", "C", "C", "C", "C", "C", "C", "C", "C", "C", "O", "C", "C", "C", "C", "C", "C", "C", "C", "C", "C", "C", "C", "N", "C", "C", "C", "C", "C", "C", "C", "C", "C", "C", "C", "C", "H", "H", "H", "H", "H", "H", "H", "H", "H", "H", "H", "H", "H", "H", "H", "H", "H", "H", "H", "H", "H", "H", "H", "H", "H", "H", "H", "C", "C", "N", "C", "C", "C", "C", "C", "C", "C", "C", "C", "N", "C", "H", "H", "H", "H", "H", "H", "H", "H", "O", "C", "C", "C", "N", "C", "Br", "C", "H", "H", "H", "H", "O", "C"],
  "xyz": [[0.04, -0.52, 0.45], [-0.88, 0.58, -0.57], [-1.27, 1.65, -1.37], [-0.08, 2.00, -2.30], [1.15, 2.47, -1.57], [1.83, 3.57, -2.09], [2.98, 4.01, -1.46], [3.38, 3.36, -0.32], [2.64, 2.28, 0.16], [3.09, 1.65, 1.46], [2.88, 0.13, 1.56], [1.53, -0.14, 1.31], [3.68, -0.67, 0.53], [4.34, -0.08, -0.55], [5.05, -0.85, -1.45], [5.11, -2.22, -1.30], [4.47, -2.82, -0.23], [3.76, -2.06, 0.68], [3.21, -0.31, 2.98], [4.48, -0.77, 3.33], [4.72, -1.20, 4.63], [3.72, -1.15, 5.58], [2.47, -0.63, 5.25], [2.23, -0.21, 3.96], [1.54, 1.82, -0.46], [-2.52, 1.21, -2.13], [-2.74, 1.42, -3.48], [-3.90, 0.96, -4.07], [-4.85, 0.28, -3.32], [-4.64, 0.07, -1.97], [-3.48, 0.54, -1.38], [-1.58, 2.86, -0.48], [-2.48, 3.82, -0.90], [-2.80, 4.88, -0.08], [-2.23, 4.99, 1.18], [-1.30, 4.05, 1.59], [-0.97, 2.99, 0.76], [-0.39, 2.78, -3.00], [0.18, 1.10, -2.88], [1.47, 4.06, -2.98], [3.53, 4.85, -1.84], [4.27, 3.67, 0.21], [2.53, 2.12, 2.27], [4.15, 1.87, 1.62], [4.33, 0.99, -0.69], [5.57, -0.36, -2.26], [5.66, -2.82, -2.02], [4.52, -3.89, -0.09], [3.31, -2.54, 1.53], [5.25, -0.81, 2.58], [5.70, -1.59, 4.88], [3.91, -1.49, 6.59], [1.70, -0.55, 6.01], [1.26, 0.22, 3.70], [-2.02, 1.95, -4.09], [-4.07, 1.14, -5.12], [-5.75, -0.07, -3.79], [-5.38, -0.44, -1.37], [-3.31, 0.40, -0.31], [-2.95, 3.73, -1.87], [-3.52, 5.62, -0.41], [-2.49, 5.81, 1.83], [-0.83, 4.13, 2.56], [-0.23, 2.25, 1.09], [-0.65, -1.45, -4.98], [-0.03, -1.29, -3.77], [-0.65, -1.65, -2.59], [-1.94, -2.22, -2.61], [-2.53, -2.48, -3.86], [-1.89, -2.07, -5.04], [-3.75, -3.21, -3.92], [-4.33, -3.67, -2.79], [-3.79, -3.37, -1.52], [-4.38, -3.88, -0.35], [-3.82, -3.56, 0.87], [-2.75, -2.68, 0.90], [-2.16, -2.16, -0.18], [-2.61, -2.56, -1.40], [-0.14, -1.12, -5.88], [0.98, -0.92, -3.66], [-2.34, -2.27, -6.00], [-4.17, -3.42, -4.89], [-5.22, -4.29, -2.84], [-5.24, -4.52, -0.42], [-4.20, -3.97, 1.79], [-2.35, -2.38, 1.86], [-2.35, -0.85, 5.71], [-2.20, -0.40, 4.47], [-3.01, 0.58, 3.90], [-2.78, 0.97, 2.60], [-1.80, 0.42, 1.87], [-0.99, -0.51, 2.39], [0.60, -2.94, 1.19], [-1.17, -0.95, 3.70], [-3.10, -0.44, 6.17], [-3.82, 1.04, 4.45], [-3.38, 1.73, 2.11], [-0.54, -1.72, 4.12], [1.15, -0.93, -1.36], [0.01, -1.51, -1.42]],
  "e_tot_ha": -5127.3898,
  "de_lowest_kj_mol": 593.1,
  "multiplicity": 3,
  "molar_mass_da": 1035.641,
  "charge": 2
}